No. 1
{
  "formula": "C30H32CeClN3SSi2",
  "method": "the ωB97M-V functional and the def2-TZVPD basis",
  "symbols": ["C", "C", "C", "H", "C", "C", "H", "H", "H", "H", "Ce", "Si", "C", "C", "H", "C", "H", "C", "H", "C", "H", "C", "H", "C", "C", "H", "C", "H", "C", "H", "C", "H", "C", "H", "H", "Si", "C", "C", "H", "C", "H", "C", "H", "C", "H", "C", "H", "C", "C", "H", "C", "H", "C", "H", "C", "H", "C", "H", "H", "Cl", "N", "N", "C", "N", "S", "H", "H", "H", "H", "H"],
  "coordinates": [[-0.826, -0.291, 0.602], [-1.225, 0.209, -0.687], [-1.137, -0.871, -1.619], [-1.616, 1.208, -0.895], [-0.689, -2.042, -0.917], [-0.516, -1.682, 0.461], [-0.146, -2.335, 1.244], [-0.856, 0.254, 1.541], [-1.421, -0.842, -2.666], [-0.519, -3.024, -1.354], [1.276, -0.508, -0.878], [1.549, 1.267, -4.396], [0.307, 2.632, -4.457], [0.705, 3.900, -4.921], [1.765, 4.138, -5.081], [-0.285, 4.853, -5.185], [0.021, 5.822, -5.589], [-1.628, 4.586, -4.931], [-2.392, 5.323, -5.173], [-2.000, 3.353, -4.387], [-3.049, 3.146, -4.164], [-1.039, 2.369, -4.145], [-1.344, 1.398, -3.728], [0.122, -0.928, -5.017], [-1.245, -1.012, -5.374], [-1.820, -0.119, -5.655], [-1.810, -2.285, -5.383], [-2.809, -2.419, -5.806], [-1.115, -3.371, -4.828], [-1.571, -4.363, -4.842], [0.135, -3.197, -4.205], [0.653, -4.037, -3.719], [0.771, -1.965, -4.287], [1.801, -1.808, -3.932], [0.925, 0.514, -3.190], [1.055, -0.313, -6.438], [1.255, -1.774, -7.659], [0.589, -1.845, -8.898], [0.209, -0.942, -9.375], [0.375, -3.098, -9.498], [-0.202, -3.172, -10.419], [0.850, -4.262, -8.896], [0.576, -5.251, -9.286], [1.675, -4.160, -7.774], [2.084, -5.058, -7.323], [1.939, -2.912, -7.198], [2.622, -2.838, -6.354], [0.355, 1.076, -7.473], [-0.977, 1.387, -7.797], [-1.807, 0.711, -7.574], [-1.248, 2.613, -8.422], [-2.288, 2.891, -8.631], [-0.206, 3.486, -8.768], [-0.425, 4.442, -9.251], [1.129, 3.141, -8.511], [1.956, 3.811, -8.770], [1.406, 1.924, -7.895], [2.448, 1.648, -7.711], [2.822, 1.813, -3.919], [3.651, -0.051, -1.724], [1.558, 1.343, 0.907], [1.361, 0.836, 2.241], [2.021, -0.322, 2.560], [2.194, -0.523, 3.883], [2.570, -1.460, 1.427], [1.000, 2.190, 0.782], [2.541, 1.614, 0.781], [1.306, 1.541, 2.991], [2.624, -1.392, 4.168], [1.614, -0.046, 4.567]],
  "e_lumo_ha": -0.30483,
  "homo_energy_ev": -12.017,
  "multiplicity": 1,
  "e_tot_ha": -3238.51217,
  "homo_lumo_gap_ev": 3.722,
  "charge": 2
}


No. 2
{
  "formula": "C28H48N11PSTi",
  "method": "the ωB97M-V functional and the def2-TZVPD basis",
  "symbols": ["Ti", "C", "N", "C", "C", "N", "C", "C", "C", "C", "C", "C", "C", "C", "C", "N", "C", "N", "C", "C", "N", "C", "C", "C", "N", "C", "C", "H", "H", "H", "H", "H", "H", "H", "H", "H", "H", "H", "H", "H", "H", "H", "H", "H", "H", "H", "H", "H", "H", "H", "H", "H", "H", "H", "H", "H", "H", "C", "N", "C", "N", "C", "N", "C", "P", "C", "C", "H", "H", "H", "H", "H", "H", "H", "H", "H", "H", "H", "H", "C", "N", "C", "N", "S", "H", "H", "H", "H", "H", "H"],
  "coordinates": [[0.270, -0.225, -0.590], [0.857, -3.748, 3.386], [1.033, -2.580, 2.503], [2.022, -1.618, 2.989], [0.209, -2.308, 1.499], [-0.006, -0.967, 1.138], [-0.468, -0.061, 2.171], [-1.142, -0.577, 3.247], [-1.750, 0.246, 4.212], [-1.729, 1.594, 4.041], [-1.095, 2.173, 2.912], [-1.211, 3.569, 2.712], [-0.721, 4.164, 1.586], [-0.020, 3.384, 0.657], [0.202, 2.041, 0.859], [1.077, 1.373, -0.095], [2.182, 2.056, -0.624], [2.416, 1.918, -1.935], [1.348, 1.757, -2.929], [3.773, 2.020, -2.504], [2.966, 2.757, 0.172], [3.031, 2.528, 1.619], [3.706, 3.951, -0.276], [-0.399, 1.357, 1.969], [-0.415, -3.261, 0.816], [0.102, -4.629, 0.684], [-1.677, -3.024, 0.109], [0.920, -3.392, 4.414], [1.635, -4.494, 3.232], [-0.121, -4.195, 3.237], [1.675, -1.139, 3.906], [2.211, -0.846, 2.244], [2.945, -2.153, 3.210], [-1.242, -1.651, 3.355], [-2.255, -0.203, 5.056], [-2.226, 2.247, 4.748], [-1.731, 4.156, 3.459], [-0.847, 5.225, 1.416], [0.408, 3.866, -0.216], [0.807, 2.691, -3.091], [0.617, 0.972, -2.694], [1.810, 1.470, -3.870], [4.514, 1.932, -1.716], [3.920, 2.955, -3.043], [3.904, 1.193, -3.200], [2.632, 1.551, 1.874], [2.478, 3.301, 2.153], [4.078, 2.576, 1.918], [3.357, 4.276, -1.250], [4.779, 3.768, -0.302], [3.507, 4.742, 0.447], [1.149, -4.665, 0.970], [0.000, -4.918, -0.362], [-0.466, -5.335, 1.288], [-2.167, -2.134, 0.496], [-2.332, -3.877, 0.281], [-1.501, -2.939, -0.967], [-5.139, 0.190, -1.383], [-4.520, 1.193, -0.512], [-4.398, 2.460, -1.237], [-3.637, 2.310, -2.478], [-4.273, 1.295, -3.322], [-4.388, 0.011, -2.626], [-3.134, -0.659, -2.450], [-2.053, 0.428, -1.333], [-3.280, 0.754, 0.063], [-2.240, 2.063, -2.260], [-6.144, 0.526, -1.635], [-5.217, -0.762, -0.856], [-3.922, 3.206, -0.598], [-5.399, 2.809, -1.488], [-3.707, 1.169, -4.245], [-5.275, 1.638, -3.577], [-2.628, -0.804, -3.406], [-3.281, -1.630, -1.976], [-2.861, 1.521, 0.718], [-3.424, -0.158, 0.646], [-1.712, 1.994, -3.213], [-1.793, 2.856, -1.658], [3.784, -4.947, -2.217], [2.775, -3.890, -2.387], [2.583, -2.906, -1.548], [3.277, -2.826, -0.419], [1.414, -1.685, -2.042], [3.712, -5.620, -3.066], [3.593, -5.515, -1.306], [4.786, -4.516, -2.200], [2.228, -3.895, -3.238], [4.026, -3.479, -0.229], [3.225, -2.003, 0.156]],
  "e_lumo_ha": -0.46762,
  "homo_energy_ev": -18.168,
  "multiplicity": 1,
  "e_tot_ha": -3285.73647,
  "homo_lumo_gap_ev": 5.444,
  "charge": 4
}